(1)
{
  "formula": "C13H20CuN4O3S2",
  "method": "ωB97M-V with the def2-TZVPD basis set",
  "elements": ["Cu", "C", "N", "C", "C", "N", "C", "S", "H", "H", "H", "H", "H", "H", "O", "C", "N", "C", "O", "C", "C", "C", "C", "N", "C", "H", "H", "H", "H", "H", "H", "H", "H", "C", "S", "C", "O", "H", "H", "H", "H", "H", "H"],
  "coordinates": [[-0.3358, -0.2651, 0.3179], [-2.3221, -1.7729, -2.9814], [-3.1838, -1.2406, -1.9429], [-4.4218, -1.7528, -1.5936], [-4.9110, -0.9836, -0.6032], [-3.9564, -0.0184, -0.3506], [-2.8954, -0.1708, -1.1686], [-1.5109, 0.8241, -1.2390], [-2.2160, -2.8502, -2.8582], [-1.3531, -1.2881, -2.9043], [-2.7399, -1.5646, -3.9654], [-4.8463, -2.6103, -2.0861], [-5.8352, -1.0489, -0.0583], [-4.0231, 0.7258, 0.3218], [0.1176, -5.9495, -3.5817], [-1.1437, -6.2132, -3.0209], [-1.2082, -5.3580, -1.8575], [-2.3666, -4.9764, -1.2831], [-3.4645, -5.3266, -1.6738], [-2.2278, -4.0402, -0.1137], [-3.1093, -4.1522, 0.9549], [-3.0242, -3.2376, 1.9898], [-2.0972, -2.2124, 1.8981], [-1.2693, -2.0777, 0.8591], [-1.3250, -2.9893, -0.1154], [0.2232, -6.4477, -4.3966], [-1.2404, -7.2639, -2.7267], [-1.9687, -5.9615, -3.6912], [-0.3116, -5.1073, -1.4729], [-3.8461, -4.9450, 0.9530], [-3.6835, -3.2973, 2.8446], [-2.0163, -1.4591, 2.6732], [-0.6530, -2.8297, -0.9531], [3.7667, -0.9837, 2.0629], [2.1367, -1.5975, 1.6028], [1.5535, -2.0556, 3.2732], [1.3847, -0.3368, 1.2347], [3.6270, -0.1016, 2.6850], [4.2908, -0.7128, 1.1486], [4.3123, -1.7704, 2.5821], [1.2942, -3.1127, 3.2721], [0.6711, -1.4519, 3.4691], [2.3229, -1.8558, 4.0141]],
  "e_tot_ev": -92214.230,
  "orbital_gap_ev": 8.2,
  "homo_energy_ev": -10.899,
  "total_charge": 1,
  "molar_mass_g_mol": 408.0
}


(2)
{
  "formula": "C13H20InNO6P",
  "method": "ωB97M-V with the def2-TZVPD basis set",
  "elements": ["C", "C", "O", "P", "O", "C", "C", "In", "O", "C", "N", "O", "C", "C", "H", "H", "H", "H", "H", "H", "H", "H", "H", "H", "H", "H", "H", "H", "H", "H", "C", "C", "C", "O", "C", "C", "C", "O", "H", "H", "H", "H"],
  "coordinates": [[0.6729, -5.2480, -0.0168], [0.8906, -3.6770, -0.0988], [-0.3859, -3.0261, 0.0976], [-0.7435, -1.8995, -1.0497], [-1.5485, -2.4567, -2.1803], [0.7053, -0.8958, -1.6176], [1.2857, 0.1083, -0.5210], [3.3229, -0.6097, 0.0924], [4.2170, 0.6955, 1.5466], [4.8929, -0.0252, 2.3836], [5.2212, -0.7612, 3.2110], [-1.7440, -0.8029, -0.2841], [-3.0648, -1.3884, -0.1381], [-3.8243, -0.7740, 1.0697], [-0.3985, -5.4949, -0.1871], [1.0799, -5.6656, 0.9252], [1.2449, -5.7258, -0.8502], [1.3602, -3.4870, -1.0828], [1.5276, -3.4092, 0.7646], [0.3359, -0.2817, -2.4733], [1.4872, -1.5699, -2.0322], [0.5872, 0.1857, 0.3255], [1.4145, 1.0881, -1.0410], [4.3569, -0.6982, -1.3882], [3.3660, -2.2418, 0.8153], [-3.6137, -1.1967, -1.0897], [-2.9299, -2.4784, 0.0327], [-3.2131, -0.7373, 2.0013], [-4.6765, -1.4606, 1.2967], [-4.2611, 0.2208, 0.8342], [-1.8398, 5.0815, -0.4104], [-1.8571, 3.7724, -0.1681], [-0.6480, 3.0644, 0.3157], [-0.6607, 1.8746, 0.5346], [0.5795, 3.8698, 0.5199], [0.5953, 5.1794, 0.2768], [-0.6128, 5.8862, -0.2060], [-0.6000, 7.0819, -0.4261], [-2.7126, 5.6157, -0.7645], [-2.7446, 3.1685, -0.3113], [1.4531, 3.3356, 0.8740], [1.4827, 5.7831, 0.4196]],
  "e_tot_ev": -42043.281,
  "orbital_gap_ev": 6.0,
  "homo_energy_ev": -5.546,
  "total_charge": -1,
  "molar_mass_g_mol": 432.1
}


(3)
{
  "formula": "C13H20N2O4",
  "method": "ωB97M-V with the def2-TZVPD basis set",
  "elements": ["C", "C", "C", "C", "O", "C", "O", "C", "N", "C", "N", "C", "C", "O", "O", "C", "C", "C", "C", "H", "H", "H", "H", "H", "H", "H", "H", "H", "H", "H", "H", "H", "H", "H", "H", "H", "H", "H", "H"],
  "coordinates": [[1.5118, -4.2073, -1.1300], [0.5155, -4.6146, -0.0496], [0.9008, -4.1039, 1.3422], [0.4521, -2.6713, 1.6107], [1.1367, -1.7697, 0.7438], [0.4488, -0.7543, 0.2389], [-0.6934, -0.4823, 0.5147], [1.2599, -0.0132, -0.7533], [2.0666, -0.6561, -1.6377], [2.5522, 0.2640, -2.4250], [2.1038, 1.4927, -2.0992], [1.2724, 1.3459, -1.0233], [0.6267, 2.5134, -0.4110], [0.5629, 3.5825, -0.9784], [0.1811, 2.2506, 0.8066], [-0.6085, 3.2418, 1.4643], [-2.0562, 2.7679, 1.5781], [-2.7308, 2.5370, 0.2255], [-2.8477, 3.8001, -0.6205], [1.6145, -3.1278, -1.1907], [2.4908, -4.6310, -0.9160], [1.1845, -4.5788, -2.0988], [-0.4788, -4.2428, -0.3069], [0.4589, -5.7055, -0.0172], [1.9830, -4.1640, 1.4642], [0.4352, -4.7294, 2.1066], [0.6859, -2.3879, 2.6438], [-0.6265, -2.5592, 1.4537], [3.2256, 0.0716, -3.2361], [2.3024, 2.3800, -2.5366], [-0.1734, 3.3707, 2.4595], [-0.5366, 4.1820, 0.9103], [-2.6080, 3.5163, 2.1504], [-2.0622, 1.8277, 2.1314], [-2.1743, 1.7713, -0.3184], [-3.7299, 2.1387, 0.4146], [-3.3299, 4.5957, -0.0553], [-3.4445, 3.6004, -1.5074], [-1.8716, 4.1488, -0.9480]],
  "relative_energy_ev": 0.3464,
  "smiles": "CCCCOC(=O)c1nc[nH]c1C(=O)OCCCC",
  "e_tot_ev": -24976.658,
  "orbital_gap_ev": 10.0,
  "homo_energy_ev": -9.458,
  "molar_mass_g_mol": 268.3
}


(4)
{
  "formula": "C13H20N2O5",
  "method": "ωB97M-V with the def2-TZVPD basis set",
  "elements": ["C", "C", "N", "C", "O", "O", "C", "C", "C", "C", "C", "C", "N", "H", "H", "H", "H", "H", "H", "H", "H", "H", "H", "H", "H", "C", "C", "O", "C", "O", "O", "C", "H", "H", "H", "H", "H", "H", "H", "H"],
  "coordinates": [[-6.4709, -0.4503, -1.2241], [-5.1959, -1.0915, -0.6938], [-4.8836, -2.3484, -1.4482], [-3.6184, -2.8427, -1.1938], [-2.8587, -3.1719, -2.0652], [-3.3524, -2.9862, 0.1046], [-1.9643, -3.0385, 0.4085], [-1.2398, -1.7561, 0.0549], [-0.0613, -1.8350, -0.6848], [0.5876, -0.6500, -1.0134], [-0.0063, 0.5235, -0.5694], [-1.1680, 0.5103, 0.1796], [-1.7913, -0.6307, 0.4993], [-6.3607, 0.6294, -1.1471], [-7.3357, -0.6971, -0.6194], [-6.6479, -0.6657, -2.2731], [-4.3773, -0.3943, -0.8501], [-5.2851, -1.3490, 0.3520], [-4.8431, -2.0977, -2.4284], [-1.4874, -3.8938, -0.0568], [-1.8812, -3.1613, 1.4838], [0.3334, -2.7829, -1.0081], [1.4978, -0.6395, -1.5894], [0.4475, 1.4742, -0.8132], [-1.6161, 1.4312, 0.5188], [6.7596, 3.1276, 1.2812], [5.8873, 2.9914, 0.0521], [5.0718, 1.8102, 0.1009], [4.0085, 1.8829, 0.8986], [3.6636, 2.8400, 1.5405], [3.3763, 0.7096, 0.8508], [2.2421, 0.6153, 1.7166], [7.3582, 2.2271, 1.4242], [7.4280, 3.9819, 1.1762], [6.1566, 3.2712, 2.1764], [6.5051, 2.8740, -0.8359], [5.2579, 3.8690, -0.0936], [1.5509, 1.4339, 1.5437], [2.5615, 0.6040, 2.7582], [1.7515, -0.3236, 1.4867]],
  "relative_energy_ev": 0.7308,
  "smiles": "CCNC(=O)OCc1ccccn1.CCOC(=O)OC",
  "e_tot_ev": -27023.551,
  "orbital_gap_ev": 10.5,
  "homo_energy_ev": -9.756,
  "molar_mass_g_mol": 284.3
}


(5)
{
  "formula": "C13H20NO7S",
  "method": "ωB97M-V with the def2-TZVPD basis set",
  "elements": ["O", "C", "C", "O", "C", "C", "N", "C", "O", "C", "C", "C", "C", "C", "C", "H", "H", "H", "H", "H", "H", "H", "H", "H", "H", "H", "H", "H", "H", "H", "H", "C", "C", "O", "S", "O", "O", "O", "H", "H", "H", "H"],
  "coordinates": [[2.1789, 1.1151, 2.3494], [1.0890, 0.4549, 1.7425], [-0.0429, 0.3295, 2.8636], [-1.3227, 0.3598, 2.2120], [-1.2972, -0.4246, 1.0019], [-0.3986, 0.2687, -0.1384], [0.5591, 1.1916, 0.5313], [1.7058, 1.6239, -0.3605], [2.5180, 0.4809, -0.5109], [3.7888, 0.7645, -1.0393], [4.5759, -0.4064, -1.4701], [5.9216, -0.3080, -2.0030], [6.5410, 1.0206, -2.1190], [5.7791, 2.1958, -1.7049], [4.4133, 2.0715, -1.1662], [3.0194, 0.7422, 2.0149], [1.3697, -0.6053, 1.4925], [0.1116, 1.1601, 3.5941], [0.1207, -0.6710, 3.3599], [-2.3246, -0.6777, 0.6351], [-0.8152, -1.4203, 1.2498], [-1.1378, 0.7964, -0.8029], [0.1297, -0.5633, -0.6720], [0.1142, 2.0645, 0.8638], [1.3211, 2.0058, -1.3520], [2.1892, 2.4790, 0.1788], [4.1175, -1.4246, -1.3703], [6.4143, -1.2632, -2.2996], [7.5803, 1.0648, -2.5089], [6.3014, 3.1791, -1.7870], [3.8759, 2.9915, -0.8315], [-6.2098, -2.0985, 0.9383], [-7.1332, -1.2583, 0.0776], [-6.3767, -0.9761, -1.1035], [-5.3955, -2.2199, -1.4149], [-6.0148, -3.0489, -2.3861], [-4.0664, -1.7193, -1.5617], [-5.5158, -2.9488, 0.0217], [-5.4720, -1.4761, 1.4519], [-6.7542, -2.6921, 1.6707], [-7.4364, -0.3363, 0.5698], [-8.0221, -1.8218, -0.2168]],
  "e_tot_ev": -40453.327,
  "orbital_gap_ev": 9.1,
  "homo_energy_ev": -11.824,
  "total_charge": 1,
  "molar_mass_g_mol": 334.4
}


(6)
{
  "formula": "C13H20O6",
  "method": "ωB97M-V with the def2-TZVPD basis set",
  "elements": ["C", "C", "O", "O", "C", "C", "C", "C", "C", "C", "O", "O", "C", "O", "H", "H", "H", "H", "H", "H", "H", "H", "H", "H", "C", "C", "O", "C", "C", "H", "H", "H", "H", "H", "H", "H", "H", "H", "H"],
  "coordinates": [[-2.6404, -5.6734, 1.9407], [-1.5822, -5.7695, 0.6842], [-2.0895, -6.0543, -0.5368], [-0.1191, -5.6208, 0.7657], [0.2312, -4.2115, 1.0005], [0.3226, -3.2819, -0.3468], [0.8494, -1.7328, -0.0631], [0.1058, -0.9964, 1.1990], [0.1222, -1.2491, 2.6656], [-0.8315, -0.2394, 3.5424], [-0.9447, -0.0411, 4.8668], [-1.6185, 0.3934, 2.4432], [-0.9016, 0.3173, 1.1345], [-0.9984, 1.1617, 0.0872], [-2.6770, -4.5445, 2.3189], [-3.7447, -5.9016, 1.5639], [-2.3874, -6.3670, 2.8488], [1.2311, -4.0697, 1.6297], [-0.6324, -3.7455, 1.6740], [-0.7628, -3.1679, -0.8009], [1.0625, -3.8334, -1.1015], [0.5338, -1.1195, -1.0370], [2.0355, -1.6597, -0.0343], [0.7720, -2.1629, 3.0697], [-0.1725, 3.1528, -2.0904], [1.3157, 3.4072, -2.2547], [1.6117, 4.5625, -3.0334], [1.1423, 5.8105, -2.5276], [1.7270, 6.1694, -1.1723], [-0.6705, 3.1338, -3.0647], [-0.3444, 2.1970, -1.5884], [-0.6502, 3.9363, -1.4944], [1.7613, 2.5565, -2.7805], [1.8156, 3.4647, -1.2829], [0.0482, 5.8227, -2.5007], [1.4444, 6.5735, -3.2518], [1.3847, 5.4833, -0.3920], [1.4297, 7.1824, -0.8838], [2.8210, 6.1169, -1.1968]],
  "smiles": "CC(=O)OCCCC1=CC(=O)OC1=O.CCOCC",
  "e_tot_ev": -26081.772,
  "orbital_gap_ev": 7.5,
  "homo_energy_ev": -9.525,
  "molar_mass_g_mol": 272.3
}